Entry from OMol25: 2 unconnected molecules or ions with the total composition C4H13NO in a non-equilibrium geometry (ωB97M-V/def2-TZVPD).

Results
F_max   4.8 eV/A
SMILES string   CC(C)CN.O
Total charge   0
Orbital gap   9.85 eV
ΔE to the lowest compared entry with this formula, charge and spin   1.7985 eV
E   -290.1308 Eh
E_HOMO   -8.9 eV

Each line ends with the natural charge from an NBO analysis.
CARTESIAN COORDINATES (ANGSTROEM)
1 C 0.422 0.488 0.702  -0.16
2 C 0.743 -0.634 -0.280  -0.24
3 C -0.534 -1.272 -0.814  -0.61
4 C 1.544 -0.071 -1.358  -0.62
5 N 0.095 -0.078 2.096  -0.89
6 H -0.363 1.086 0.451  0.14
7 H 1.290 1.261 0.726  0.18
8 H 1.214 -1.481 0.365  0.20
9 H -1.159 -0.474 -1.334  0.20
10 H -1.249 -1.647 -0.105  0.22
11 H -0.219 -2.145 -1.366  0.21
12 H 2.575 0.240 -1.251  0.22
13 H 1.611 -0.944 -2.076  0.21
14 H 1.150 0.753 -1.881  0.21
15 H 0.673 -0.818 2.450  0.37
16 H -0.749 -0.018 2.524  0.36
17 H -1.651 1.748 0.177  0.45
18 H -2.942 1.833 0.837  0.46
19 O -2.451 2.174 0.135  -0.91